A gas-phase ion, C5H11N4 (charge +1) at a distorted geometry, computed with ωB97M-V/def2-TZVPD.

As for the frontier orbital gap: 0.3282 hartree. As for the HOMO energy: -13.268 eV. Its net charge is +1. As for the structure (SMILES): N#[N+]CNCC1(N)CC1.

Positions of all 20 atoms, in Å:
N 2.329 -1.679 0.235
N 2.755 -0.652 0.422
C 2.397 0.857 -0.039
N 1.196 1.382 0.267
C -0.013 1.068 -0.445
C -0.424 -0.381 -0.084
N 0.552 -1.339 -0.635
C -1.952 -0.651 -0.150
C -1.189 -0.650 1.138
H 3.096 1.462 0.543
H 2.559 0.683 -1.085
H 1.153 1.848 1.203
H -0.728 1.788 -0.120
H 0.154 1.180 -1.438
H -0.018 -2.220 -0.719
H 0.876 -0.999 -1.557
H -2.186 -1.617 -0.432
H -2.388 0.278 -0.229
H -1.472 -0.106 2.006
H -0.812 -1.541 1.625


2 unconnected molecules or ions with the total composition C6H13NO at a distorted geometry, computed with ωB97M-V/def2-TZVPD.

As for the frontier orbital gap: 0.3103 hartree. As for the HOMO energy: -7.787 eV. As for the structure (SMILES): C=C/C=C(\C)NC.O.

Positions of all 21 atoms, in Å:
C 1.224 2.087 -2.236
C 0.855 2.104 -0.960
C 0.068 1.106 -0.346
C 0.622 0.085 0.274
C 2.051 0.008 0.710
N -0.271 -0.973 0.506
C -0.583 -1.537 1.955
H 1.813 2.955 -2.649
H 0.954 1.444 -3.127
H 1.195 3.097 -0.398
H -0.973 1.141 -0.836
H 2.214 0.503 1.592
H 2.485 -0.935 0.858
H 2.811 -0.040 -0.030
H -1.127 -1.052 -0.083
H -0.990 -0.950 2.648
H 0.435 -1.759 2.531
H -1.085 -2.568 1.941
O -3.556 -1.720 -0.694
H -4.239 -2.218 -1.064
H -3.903 -0.780 -0.592


A molecular structure, C5H6O, computed with ωB97M-V/def2-TZVPD.

As for the frontier orbital gap: 0.3650 hartree. As for the HOMO energy: -10.284 eV.

Positions of all 12 atoms, in Å:
C -1.509 0.424 0.033
C -0.543 -0.749 -0.186
C 0.796 -0.307 -0.678
C 1.702 0.109 -1.470
C 1.869 0.280 0.428
O 1.354 0.895 1.322
H -1.089 1.124 0.761
H -1.678 0.963 -0.905
H -2.474 0.069 0.412
H -0.939 -1.455 -0.927
H -0.402 -1.302 0.749
H 2.913 -0.051 0.462


C7H12F2O2 in the gas phase at a distorted geometry, computed with ωB97M-V/def2-TZVPD.

As for the frontier orbital gap: 0.3000 hartree. As for the HOMO energy: -7.621 eV.

Positions of all 23 atoms, in Å:
C -0.285 -0.024 -0.804
C -1.358 -0.299 0.238
C 1.103 0.669 -0.377
C -2.517 0.642 0.047
C 1.228 2.043 0.096
C -1.683 -1.745 0.364
C 1.932 -0.248 0.537
O -2.500 1.849 -0.118
O 0.141 2.923 -0.564
F -3.781 0.070 0.142
F 0.566 2.104 1.450
H 0.083 -0.961 -1.311
H -0.754 0.516 -1.651
H -1.088 0.091 1.178
H 1.576 0.594 -1.343
H -2.684 -1.970 1.004
H -0.849 -2.166 0.976
H -1.695 -2.276 -0.566
H 2.091 -1.262 0.048
H 1.423 -0.281 1.584
H 2.947 0.341 0.565
H -0.732 2.459 -0.734
H 0.115 3.670 0.103


C15H27Cl2NO in the gas phase at a distorted geometry, computed with ωB97M-V/def2-TZVPD.

As for the frontier orbital gap: 0.3705 hartree. As for the HOMO energy: -9.533 eV. As for the structure (SMILES): CCCCC[C@H]1NC(=O)CC1([C@H](Cl)CC)[C@H](Cl)CC.

Positions of all 46 atoms, in Å:
C -1.696 0.456 3.001
C -0.719 -0.775 3.410
C -0.593 -1.887 2.270
C 0.838 -1.846 1.515
C 1.190 -0.387 0.963
C 1.465 -0.309 -0.610
N 1.991 -1.537 -1.311
C 2.097 -1.077 -2.708
O 2.766 -1.547 -3.634
C 1.216 0.259 -2.926
C 0.349 0.356 -1.568
C -0.062 1.856 -1.237
Cl -1.212 2.574 -2.504
C 1.152 2.877 -1.085
C 1.896 2.831 0.338
C -0.819 -0.771 -1.493
Cl -1.194 -1.494 -3.164
C -2.208 -0.220 -0.941
C -3.172 -1.501 -0.692
H -1.118 1.396 2.741
H -2.426 0.696 3.850
H -2.321 0.072 2.130
H -1.154 -1.183 4.385
H 0.300 -0.303 3.591
H -0.694 -2.899 2.801
H -1.446 -1.868 1.511
H 1.604 -2.175 2.295
H 0.764 -2.613 0.677
H 2.168 -0.081 1.473
H 0.408 0.386 1.232
H 2.403 0.358 -0.644
H 2.852 -1.925 -0.912
H 2.060 1.029 -3.045
H 0.674 0.373 -3.910
H -0.589 1.838 -0.220
H 0.698 3.925 -1.172
H 1.936 2.812 -1.897
H 2.920 2.374 0.164
H 2.081 3.916 0.637
H 1.306 2.327 1.159
H -0.528 -1.653 -0.844
H -2.746 0.402 -1.726
H -2.136 0.404 0.000
H -2.712 -2.472 -1.046
H -4.152 -1.364 -1.264
H -3.436 -1.633 0.407


A molecular structure, C17H32CsN4NbO at a distorted geometry, computed with ωB97M-V/def2-TZVPD.

As for the frontier orbital gap (alpha / beta): 0.2043 / 0.1451 hartree. As for the HOMO energy (alpha / beta): -13.172 / -12.531 eV. Its net charge is +2.

Positions of all 56 atoms, in Å:
N 2.214 -0.352 -0.103
C 3.215 -0.807 0.465
O 4.183 -1.352 0.873
Cs 2.477 -0.208 -3.523
Nb 0.184 -0.022 -0.004
N -0.331 -1.533 -1.211
N 0.051 1.662 -1.030
C -0.176 -2.966 -0.839
C 0.636 3.007 -1.084
C 1.003 -3.539 -1.640
C -1.465 -3.726 -1.196
C 0.077 -3.085 0.660
C 0.271 3.626 -2.445
C 0.058 3.914 0.028
C 2.145 2.892 -0.931
H 0.906 -3.385 -2.731
H 1.067 -4.620 -1.450
H 1.954 -3.103 -1.303
H -2.336 -3.271 -0.705
H -1.389 -4.759 -0.824
H -1.651 -3.789 -2.279
H 0.986 -2.534 0.970
H 0.251 -4.152 0.877
H -0.809 -2.770 1.240
H 0.575 2.969 -3.278
H 0.816 4.575 -2.544
H -0.806 3.851 -2.527
H -1.030 4.055 -0.070
H 0.525 4.911 -0.063
H 0.281 3.522 1.032
H 2.441 2.367 -0.007
H 2.551 3.913 -0.898
H 2.598 2.392 -1.812
C -1.439 1.623 -1.255
H -1.900 0.667 -0.902
H -1.984 2.452 -0.765
H -1.644 1.692 -2.338
C -0.794 -1.282 -2.600
H -1.876 -1.458 -2.708
H -0.625 -0.251 -2.965
H -0.307 -1.951 -3.331
C -2.876 0.196 1.577
C -1.745 0.121 2.519
C -1.787 0.158 3.907
C -0.482 0.045 4.390
C 0.367 -0.005 3.282
C 1.831 -0.135 3.325
N -0.418 0.029 2.129
H -3.815 0.153 2.150
H -2.882 -0.654 0.886
H -2.887 1.138 1.015
H -2.708 0.219 4.483
H -0.166 0.037 5.433
H 2.171 -0.053 4.371
H 2.178 -1.108 2.961
H 2.314 0.683 2.786


40 unconnected molecules or ions with the total composition H80O40 at a distorted geometry, computed with ωB97M-V/def2-TZVPD.

As for the frontier orbital gap: 0.3424 hartree. As for the HOMO energy: -10.069 eV.

Positions of all 120 atoms, in Å:
H -2.206 2.780 5.415
H -1.646 3.039 3.862
O -1.773 2.496 4.649
H -4.058 -1.935 -4.566
H -3.542 -3.107 -3.691
O -3.734 -2.783 -4.574
H -4.736 -3.260 -0.473
H -6.103 -2.974 -0.335
O -5.307 -2.589 -0.775
H -1.516 -0.250 0.059
H -1.892 -1.633 0.167
O -2.307 -0.782 0.206
H 2.727 2.924 -5.120
H 2.723 2.343 -3.666
O 2.721 3.107 -4.183
H 4.322 3.459 -2.501
O 5.053 3.654 -1.916
H -0.038 0.801 -0.175
O -0.169 0.296 -0.995
H 5.938 -1.005 1.550
H 5.246 -2.390 1.445
O 5.319 -1.498 1.078
H 3.842 3.813 1.842
H 3.088 4.345 0.739
O 3.263 4.559 1.720
H 2.253 -4.424 -1.033
H 1.542 -5.781 -0.924
O 2.403 -5.388 -1.230
H 1.775 -2.913 4.361
H 3.288 -3.323 4.505
O 2.506 -3.406 3.938
H 4.479 2.039 1.207
O 5.031 2.807 1.149
H 1.489 1.069 6.273
H 0.731 1.167 5.012
O 1.658 0.957 5.331
H -0.559 1.758 -6.149
H -0.839 3.183 -5.746
O -0.209 2.673 -6.284
H 0.440 3.578 0.479
H 1.179 3.180 -0.777
O 1.148 3.850 -0.058
H 1.439 -2.799 -5.933
H 0.150 -2.741 -5.142
O 0.487 -2.435 -5.999
H 2.966 -2.528 -1.956
H 2.912 -2.532 -3.509
O 3.387 -2.126 -2.757
H -0.572 4.627 -1.423
H 0.784 5.053 -1.868
O -0.128 5.142 -2.159
H 1.035 -5.002 1.400
O 0.161 -5.098 1.719
H 2.362 1.307 -0.893
H 3.007 2.279 -1.550
O 2.236 1.679 -1.757
H -4.442 2.073 -0.932
O -4.584 2.883 -0.474
H -6.661 -0.802 0.745
H -5.424 -0.437 1.439
O -6.254 -0.858 1.606
H 1.301 2.841 2.869
H 1.429 4.325 2.305
O 0.807 3.744 2.757
H -0.116 -0.564 1.412
H 0.471 -1.940 0.946
O 0.699 -1.004 1.088
H -1.532 -2.810 -1.857
H -1.143 -4.248 -1.050
O -0.847 -3.496 -1.563
H 2.782 1.202 3.719
H 1.784 1.008 2.450
O 2.612 1.395 2.725
H -4.885 -2.585 1.531
H -4.435 -2.810 3.046
O -4.091 -2.851 2.039
H -2.791 -0.388 1.841
H -1.679 0.023 2.872
O -2.390 0.361 2.346
H -1.743 -2.807 2.797
H -1.246 -1.670 3.556
O -0.847 -2.487 3.118
H -1.800 1.461 -2.406
H -1.953 0.771 -1.231
O -2.393 1.533 -1.609
H 4.678 0.017 0.435
H 5.126 0.653 -0.730
O 4.373 0.761 -0.165
H -2.216 0.027 5.320
O -1.386 -0.472 5.124
H 2.769 -3.376 1.425
H 3.299 -3.231 -0.029
O 2.539 -3.295 0.521
H 0.333 -4.795 2.634
H 5.725 3.204 -2.560
H -4.559 2.981 0.436
H 0.456 -0.529 -0.803
H 5.091 3.102 0.191
H -0.814 0.230 4.795
O -4.350 0.048 -0.755
H -4.482 -0.317 -1.574
H -3.679 0.643 -0.580
O -2.116 -4.883 0.405
H -2.710 -5.628 0.356
H -1.633 -4.793 1.127
O -2.628 -1.044 -2.892
H -3.508 -0.880 -2.587
H -2.217 -0.776 -3.685
O -2.039 4.354 2.837
H -2.548 4.618 3.608
H -1.253 4.933 2.568
O -0.089 5.804 0.964
H -0.139 6.598 0.397
H 0.681 5.369 0.817
O -0.477 1.196 -3.527
H 0.164 1.046 -4.207
H 0.052 1.051 -2.665
O 1.197 -4.460 -4.171
H 1.690 -4.657 -3.251
H 0.287 -4.624 -3.850


C19H25Cl2F2NO7S in the gas phase at a distorted geometry, computed with ωB97M-V/def2-TZVPD.

As for the frontier orbital gap: 0.3235 hartree. As for the HOMO energy: -8.996 eV.

Positions of all 57 atoms, in Å:
C -3.955 -0.327 -0.865
C -2.814 0.388 -0.738
C -1.364 -0.070 -0.894
C -1.338 -1.557 -1.309
C -1.814 -1.867 -2.740
C -2.654 -3.129 -2.844
N -3.655 -3.395 -1.878
O -2.431 -3.917 -3.725
O -0.960 0.836 -1.976
S 0.287 0.743 -3.009
O 0.784 -0.599 -3.158
O 1.445 1.476 -2.080
C 1.057 1.906 -0.787
C 2.269 2.739 -0.315
C 3.626 2.051 -0.452
O 4.254 1.843 0.834
C 4.930 2.894 1.305
C 5.872 2.533 2.419
O 4.787 4.021 0.904
C 0.838 0.696 0.185
F 1.548 -0.325 -0.394
F 1.480 0.921 1.365
C -0.591 0.154 0.500
C -0.509 -1.106 1.421
C 0.798 -1.905 1.551
C 1.018 -3.023 0.608
O 0.654 -3.192 2.041
C -1.294 1.254 1.377
Cl -0.646 2.873 1.469
C -2.366 1.048 2.151
C -3.132 -0.222 2.349
Cl -3.058 2.318 3.101
H -4.172 -0.881 -1.766
H -4.707 -0.311 -0.083
H -2.897 1.454 -0.534
H -1.915 -2.167 -0.626
H -0.282 -1.813 -1.290
H -2.406 -1.033 -3.131
H -1.000 -2.058 -3.425
H -4.509 -2.896 -2.098
H -3.885 -4.382 -1.924
H 0.253 2.627 -0.813
H 2.108 3.169 0.666
H 2.274 3.586 -1.002
H 4.287 2.682 -1.040
H 3.579 1.081 -0.933
H 6.616 1.838 2.040
H 5.303 2.083 3.230
H 6.325 3.452 2.772
H -1.280 -1.856 1.299
H -0.598 -0.753 2.450
H 1.685 -1.362 1.854
H 0.182 -3.514 0.137
H 2.031 -3.380 0.488
H -4.186 0.020 2.478
H -2.827 -0.697 3.284
H -3.046 -0.951 1.556